Entry 1:
{"formula": "CH2Cl2FN", "method": "the ωB97M-V functional and the def2-TZVPD basis", "homo_energy_ev": [-10.373, -10.372], "multiplicity": 1, "largest_force_ev_per_a": 3.37, "e_above_lowest_kcal_mol": 114.7, "energy_ev": -30316.6210, "orbital_gap_ev": [8.837, 8.837], "elements": ["Cl", "Cl", "F", "N", "C", "H", "H"], "coordinates": [[-1.45109, -0.16784, 1.48535], [-0.34942, -2.32534, -0.18473], [-0.66768, 1.34613, -0.80232], [-0.76750, -0.70629, -0.22052], [-0.36205, 0.07982, -1.11063], [2.00910, 0.57061, 0.53144], [1.58864, 1.20291, 0.30142]], "forces_ev_per_angstrom": [[0.5, -0.3, -1.5], [0.0, -0.2, -0.1], [0.2, -0.6, -0.3], [-0.8, -1.0, 3.1], [0.1, 2.1, -1.2], [-0.8, 1.3, -0.4], [0.9, -1.3, 0.5]], "lowdin_charge": [0.45, 0.66, -0.05, -0.86, -0.30, 0.05, 0.03]}

---

Entry 2:
{"formula": "C16H20BiNOS", "method": "the ωB97M-V functional and the def2-TZVPD basis", "charge": -2, "homo_energy_ev": [1.842, 1.841], "multiplicity": 1, "largest_force_ev_per_a": 4.19, "e_above_lowest_kcal_mol": 0.0, "energy_ev": -37122.7823, "orbital_gap_ev": [3.606, 3.606], "elements": ["Bi", "S", "O", "N", "C", "C", "C", "C", "C", "C", "C", "C", "C", "C", "C", "C", "C", "C", "C", "C", "H", "H", "H", "H", "H", "H", "H", "H", "H", "H", "H", "H", "H", "H", "H", "H", "H", "H", "H", "H"], "coordinates": [[-0.14279, -0.10782, 0.94194], [-0.24382, 0.84739, 3.90564], [-1.46685, -0.25228, -0.63809], [0.03207, -0.08434, 6.53981], [1.64721, 1.88568, 1.92707], [-0.80685, 0.29498, -3.23676], [1.13670, -2.25562, 1.62138], [-0.14458, 1.43393, -3.87481], [0.00142, 0.10751, 5.35578], [-2.10073, 0.54805, -2.56577], [-0.71573, -1.89917, 2.95299], [0.96552, 2.32027, 0.75442], [0.69095, -1.93847, 2.93547], [-1.93834, 1.03737, -1.07921], [-1.20356, -2.18403, 1.64060], [2.30645, 0.51390, 0.18802], [2.45424, 0.77574, 1.58087], [1.38801, 1.48822, -0.33039], [-0.30138, -1.06501, -3.45400], [-0.04212, -2.45717, 0.80656], [-1.25040, 1.91410, -1.01563], [-0.57904, 1.61621, -4.87525], [-0.50207, -1.73214, -2.60061], [-1.45299, -1.71351, 3.74509], [-0.27459, 2.36461, -3.29874], [2.16234, -2.32788, 1.26704], [2.72648, -0.32275, -0.38121], [-0.06462, -2.81595, -0.23536], [-2.89432, 1.25415, -0.58118], [0.78139, -1.07839, -3.66151], [1.42935, -1.70078, 3.70372], [-2.69112, 1.30512, -3.08137], [1.50907, 2.31431, 2.93021], [0.21467, 3.11874, 0.70740], [3.01628, 0.15863, 2.29657], [0.92820, 1.26243, -4.02725], [-0.78949, -1.51410, -4.34095], [-2.58944, -0.44592, -2.45839], [1.04682, 1.55381, -1.37745], [-2.24236, -2.21986, 1.31337]], "forces_ev_per_angstrom": [[-0.4, 1.6, -0.1], [-0.3, 0.7, 0.7], [0.2, 0.9, 1.7], [0.4, -0.5, -3.1], [0.6, 0.6, -0.5], [0.3, 0.7, 1.6], [-1.4, -1.0, 0.4], [-0.1, -0.2, 0.1], [-0.7, 0.7, 4.1], [0.7, 0.2, -0.1], [-1.1, -1.1, -0.6], [0.7, 0.1, 0.0], [1.0, -0.7, -0.5], [-0.1, -2.0, -1.7], [1.1, -1.5, 0.4], [-0.4, 0.5, 0.0], [0.2, 0.3, 0.3], [0.2, 0.3, -0.5], [-0.2, 0.1, 0.0], [0.0, -1.0, -0.1], [-0.2, -0.7, 0.1], [0.0, 0.6, -0.9], [0.1, 0.0, -0.2], [1.0, 0.2, -0.1], [0.1, 0.1, -0.2], [-0.3, 0.1, 0.2], [-0.1, 0.5, 0.2], [0.0, 0.4, 0.7], [0.0, 0.2, 0.0], [-0.1, -0.1, 0.1], [-0.7, 0.1, 0.0], [-0.8, 0.3, -0.7], [0.2, -0.4, -0.8], [0.5, -0.4, 0.0], [-0.3, 0.4, -0.4], [0.1, 0.1, 0.0], [0.0, -0.8, -0.6], [-0.5, 0.8, -0.2], [0.1, -0.2, 0.6], [0.4, 0.0, 0.1]], "lowdin_charge": [1.87, 0.48, -0.51, -0.06, -0.31, -0.50, -0.23, -0.22, -0.96, -0.28, -0.28, -0.27, -0.24, -0.33, -0.29, -0.25, -0.24, -0.28, -0.19, -0.32, 0.08, 0.01, 0.04, 0.09, 0.05, 0.09, 0.09, 0.10, 0.08, 0.05, 0.09, 0.06, 0.04, 0.09, 0.10, 0.05, 0.02, 0.10, 0.09, 0.10]}

---

Entry 3:
{"formula": "C8H9NO3S", "method": "the ωB97M-V functional and the def2-TZVPD basis", "homo_energy_ev": -9.083, "multiplicity": 1, "largest_force_ev_per_a": 5.43, "e_above_lowest_kcal_mol": 42.6, "energy_ev": -26907.4514, "orbital_gap_ev": 9.230, "elements": ["S", "O", "O", "O", "N", "C", "C", "C", "C", "C", "C", "C", "C", "H", "H", "H", "H", "H", "H", "H", "H", "H"], "coordinates": [[-1.64434, 1.55479, -0.50922], [-0.94335, 2.00194, 0.60151], [-2.70474, 0.27038, -0.01153], [-3.04739, 2.48590, -0.68155], [-1.02530, -1.74984, -1.12876], [-0.40541, -2.15189, 0.06722], [2.38763, -0.12515, 1.53301], [0.67057, -1.18968, 0.36455], [0.66875, -0.23376, -0.61856], [1.67416, 0.75588, -0.62196], [-0.47289, -0.63267, -1.51442], [2.44907, 0.87262, 0.54771], [1.44639, -1.08477, 1.48325], [1.34133, -1.91668, 2.21453], [-0.80362, -0.04518, -2.35433], [-3.05670, 3.37728, -1.10047], [3.17117, 1.62789, 0.61853], [-3.35117, 0.09771, -0.70925], [1.73167, 1.51064, -1.32380], [3.05140, 0.07069, 2.43224], [-1.21932, -2.27186, 0.78615], [0.08208, -3.22426, -0.07485]], "forces_ev_per_angstrom": [[-4.8, -0.8, -2.3], [1.3, 0.8, 2.9], [1.7, 1.5, 0.2], [0.0, 0.4, -0.2], [0.1, 2.1, -2.3], [1.0, -3.1, 0.4], [1.7, 2.7, 1.7], [-1.1, 0.4, 0.5], [0.5, 0.1, -1.3], [-0.8, -1.0, 2.7], [0.9, -1.8, 0.7], [-0.9, -2.0, -1.5], [-0.1, -2.8, 0.8], [0.3, 0.9, -0.2], [0.0, -0.3, -0.4], [0.8, -0.9, 0.3], [0.9, 1.0, 0.1], [0.1, 0.1, -0.1], [0.1, 1.3, -1.6], [-0.9, -0.7, -1.1], [0.3, 0.1, 0.4], [-1.1, 1.9, 0.3]], "lowdin_charge": [0.89, -0.34, -0.26, -0.31, 0.04, -0.20, -0.09, -0.21, -0.20, -0.01, -0.17, -0.06, -0.05, 0.13, 0.09, 0.08, 0.08, 0.06, 0.08, 0.13, 0.13, 0.18]}

---

Entry 4:
{"formula": "C4H12OS2", "method": "the ωB97M-V functional and the def2-TZVPD basis", "s2": 0.754, "charge": -1, "homo_energy_ev": [-0.438, -2.978], "multiplicity": 2, "largest_force_ev_per_a": 2.73, "e_above_lowest_kcal_mol": 0.0, "energy_ev": -28060.3054, "orbital_gap_ev": [4.150, 6.584], "elements": ["S", "S", "O", "C", "C", "C", "C", "H", "H", "H", "H", "H", "H", "H", "H", "H", "H", "H", "H"], "coordinates": [[1.06448, 0.59642, 1.54559], [-0.75984, 0.71956, 0.13652], [1.33222, 0.24477, -2.83733], [-1.23990, -1.04999, 0.22828], [-0.44509, -1.99401, -0.68196], [-1.20492, -2.29761, -1.96886], [0.63871, 2.11190, 2.45880], [1.44500, 1.00444, -2.24910], [0.47872, -1.44122, -0.87007], [-0.59635, -2.74738, -2.74681], [-1.07365, -1.22422, 1.29949], [-1.74413, -1.45225, -2.35879], [-0.20741, -2.94031, -0.19689], [1.08764, 1.95791, 3.43341], [-2.30540, -1.05386, 0.01072], [-0.44052, 2.14109, 2.64360], [-1.99698, -3.00655, -1.72851], [0.87659, 3.03348, 1.91307], [0.53855, 0.48174, -3.32528]], "forces_ev_per_angstrom": [[1.8, -0.2, 1.2], [-2.0, 0.4, -1.9], [0.3, 0.4, -0.3], [0.3, 0.7, 0.8], [0.0, 0.8, -0.1], [-0.2, -0.5, 0.4], [-0.8, -0.6, -0.2], [-0.1, -0.3, 0.3], [0.1, -0.4, -0.3], [0.2, 0.0, -0.1], [-0.1, -0.6, -0.2], [0.1, 0.7, -0.2], [0.1, 0.0, 0.2], [0.4, 0.7, 0.1], [-0.1, -0.3, 0.1], [-0.1, -0.1, -0.2], [-0.1, -0.3, 0.0], [0.4, -0.2, 0.4], [-0.2, -0.1, 0.1]], "lowdin_charge": [0.19, 0.24, -0.09, -0.65, -0.34, -0.14, -0.62, 0.02, 0.07, 0.06, 0.02, 0.05, 0.09, -0.02, 0.03, -0.01, 0.06, 0.01, 0.02]}

---

Entry 5:
{"formula": "C27H18N6O3PdSe", "method": "the ωB97M-V functional and the def2-TZVPD basis", "homo_energy_ev": -6.880, "multiplicity": 1, "largest_force_ev_per_a": 3.77, "energy_ev": -112199.7693, "orbital_gap_ev": 5.475, "elements": ["Pd", "Se", "O", "O", "O", "N", "N", "N", "N", "N", "N", "C", "C", "C", "C", "C", "C", "C", "C", "C", "C", "C", "C", "C", "C", "C", "C", "C", "C", "C", "C", "C", "C", "C", "C", "C", "C", "C", "H", "H", "H", "H", "H", "H", "H", "H", "H", "H", "H", "H", "H", "H", "H", "H", "H", "H"], "coordinates": [[0.12987, 0.10209, -1.13133], [0.05557, -5.37051, 4.39017], [4.86517, -0.14241, -1.18053], [2.07867, 0.17279, -1.45033], [-1.87743, 0.20299, -1.13293], [0.12067, -0.00441, 1.22477], [-1.35703, 2.42039, -1.34613], [-0.07823, 2.00789, -1.34543], [0.07497, -5.35201, 2.61207], [0.19517, -1.89651, -0.79503], [0.07237, -3.59471, 4.47537], [-5.91163, 0.92729, -0.96323], [2.28287, 2.55719, -1.14893], [4.52577, 3.44289, -0.90443], [0.06537, 0.61099, 3.51977], [4.22527, 1.05449, -1.11743], [0.08207, -4.61531, -0.21523], [0.11217, -3.70021, 0.82467], [-2.22253, 1.43419, -1.21733], [4.17737, -1.36581, -1.01413], [2.80497, 1.22109, -1.23693], [0.10057, -1.71751, 2.92847], [5.04857, 2.15569, -0.96043], [-5.49033, 3.29129, -0.97463], [-4.13223, 3.06089, -1.07893], [0.09187, -3.11241, 3.24367], [3.16967, 3.63599, -0.99543], [0.10227, -4.16511, -1.52983], [0.08077, 0.91659, 2.16157], [0.16607, -2.79511, -1.76333], [-4.55653, 0.68859, -1.06533], [-6.38163, 2.23039, -0.92223], [0.07767, -0.72481, 3.89637], [0.12747, -1.33191, 1.54617], [-3.65683, 1.75239, -1.12763], [0.09377, -4.09471, 2.20137], [0.89047, 2.86779, -1.22163], [0.14917, -2.29911, 0.51747], [3.56837, -1.61391, -1.88713], [0.19997, -2.40671, -2.78063], [0.61367, 3.91789, -1.15823], [0.04057, 1.40359, 4.24887], [3.53547, -1.35051, -0.12933], [0.06877, -4.85461, -2.35653], [4.96187, -2.11321, -0.88893], [0.05597, 1.94839, 1.82487], [5.19017, 4.28459, -0.78213], [2.76127, 4.63429, -0.95643], [0.03697, -5.66701, 0.02137], [-6.60153, 0.09839, -0.91353], [0.06437, -1.01521, 4.93557], [6.10957, 1.97779, -0.87583], [-3.43333, 3.88109, -1.12323], [-7.44193, 2.41929, -0.85113], [-5.86373, 4.30329, -0.92993], [-4.16863, -0.31871, -1.10093]], "forces_ev_per_angstrom": [[0.0, 0.5, -1.8], [0.0, 0.6, -0.6], [0.2, -0.1, -0.2], [0.0, -0.6, 0.1], [-0.2, -0.7, 0.1], [0.0, -1.4, 0.8], [-1.9, 0.8, 0.0], [1.6, 0.2, 0.4], [0.0, 0.2, -0.5], [-0.2, -0.6, 1.4], [0.0, 0.5, -0.2], [-0.1, 0.1, 0.0], [0.9, -0.8, 0.0], [-0.1, 0.3, 0.0], [0.0, -0.6, 0.1], [-0.3, 0.7, 0.0], [0.0, 0.1, -0.8], [0.0, 1.6, -0.8], [1.2, 0.9, -0.1], [-0.1, -0.3, 0.0], [0.3, 0.8, 0.0], [0.0, 0.8, -1.6], [-0.4, -0.4, 0.0], [-0.1, 0.0, 0.0], [0.1, -0.2, 0.0], [0.0, -1.2, 1.1], [0.1, 0.0, 0.0], [0.0, -0.1, 0.8], [0.0, -0.2, 0.1], [0.1, -0.2, -0.4], [0.2, 0.1, 0.0], [0.0, 0.0, 0.0], [0.0, 0.8, 0.1], [0.0, 2.5, 2.8], [-0.4, -0.1, 0.0], [0.0, -1.1, 1.2], [-1.1, -0.4, -0.3], [0.1, -2.4, -2.2], [0.1, 0.0, 0.1], [0.0, 0.0, 0.3], [-0.1, -0.1, -0.1], [0.0, 0.0, 0.1], [0.1, 0.0, 0.0], [0.0, 0.0, -0.1], [0.0, 0.0, 0.0], [0.0, 0.0, -0.1], [0.0, 0.1, 0.0], [-0.1, 0.2, 0.0], [0.0, -0.1, 0.0], [-0.1, -0.1, 0.0], [0.0, 0.0, 0.1], [0.1, 0.0, 0.0], [0.1, 0.0, 0.0], [-0.1, 0.0, 0.0], [0.0, 0.1, 0.0], [0.0, 0.0, 0.0]], "lowdin_charge": [1.04, 1.13, -0.08, -0.21, -0.16, 0.08, 0.06, -0.16, -0.24, -0.01, -0.23, -0.08, -0.15, -0.11, -0.02, -0.21, 0.02, -0.08, -0.46, -0.09, -0.27, -0.08, -0.01, -0.09, -0.03, -0.33, -0.07, -0.02, -0.10, -0.09, -0.03, -0.09, 0.01, -0.12, -0.15, -0.33, -0.06, -0.10, 0.08, 0.13, 0.13, 0.11, 0.09, 0.11, 0.09, 0.12, 0.10, 0.10, 0.12, 0.10, 0.12, 0.12, 0.10, 0.10, 0.10, 0.11]}

---

Entry 6:
{"formula": "C3H7N2S", "method": "the ωB97M-V functional and the def2-TZVPD basis", "s2": 2.008, "charge": 1, "homo_energy_ev": [-11.109, -14.241], "multiplicity": 3, "largest_force_ev_per_a": 4.92, "e_above_lowest_kcal_mol": 41.4, "energy_ev": -17028.5457, "orbital_gap_ev": [7.564, 6.015], "elements": ["S", "N", "N", "C", "C", "C", "H", "H", "H", "H", "H", "H", "H"], "coordinates": [[1.34891, 1.42081, -0.29863], [-1.18452, 0.64008, -0.67086], [1.18665, -1.36527, 0.36904], [-0.19957, 1.47537, -0.98103], [0.71280, -0.13002, 0.75849], [-0.98325, -0.23237, 0.41721], [-0.26082, 1.96377, -1.95885], [1.02043, 0.15740, 1.75492], [-2.11236, 0.69920, -1.20632], [-1.31279, 0.11020, 1.38663], [2.10901, -1.62654, 0.63436], [0.71221, -1.82024, -0.37726], [-1.03669, -1.29239, 0.17230]], "forces_ev_per_angstrom": [[-0.2, -1.1, 0.9], [-3.2, -1.6, -0.1], [0.1, 0.9, 0.8], [0.7, 3.6, -3.3], [-2.0, -1.1, -1.2], [4.3, 0.4, 1.2], [-0.1, -0.1, 0.5], [-0.2, 0.1, 0.2], [2.0, -0.2, 1.2], [-1.2, -0.2, 0.1], [0.5, -0.4, -0.1], [0.3, -0.4, -0.5], [-1.0, 0.3, 0.3]], "lowdin_charge": [1.14, -0.03, 0.04, -0.52, -0.42, -0.07, 0.08, 0.11, 0.22, 0.13, 0.11, 0.10, 0.12]}